No. 1
DFT (the ωB97M-V functional and the def2-TZVPD basis) results for a cluster of 3 separate species, C29H65Br2N2O17P4 in total at a distorted geometry.

```
119
Properties=species:S:1:pos:R:3:lowdin_charge:R:1
H 0.68 -3.56 -2.76 0.12
O 1.48 -3.32 2.89 -0.23
H 2.68 -4.97 -2.59 0.13
H 8.76 -0.89 -4.37 0.07
O -4.92 -2.88 -1.07 -0.19
H -6.46 0.89 4.85 0.12
C -6.87 3.05 -0.12 -0.07
C 0.63 -1.09 1.18 -0.30
H 3.02 -6.15 -0.04 0.13
H -3.19 -2.52 -3.23 0.10
O 0.26 -1.27 4.26 -0.21
H -3.16 1.59 1.65 0.15
P -4.29 -1.35 -1.62 0.73
H -6.15 2.49 0.48 0.05
H 11.47 0.52 -4.06 0.12
O 1.11 -6.62 -1.11 -0.23
H -7.70 2.37 -0.33 0.09
H -1.42 -2.50 -0.74 0.13
H 10.05 -0.80 -5.55 0.08
H 0.62 -1.76 5.08 0.12
H -3.61 -0.20 3.08 0.13
H 3.38 -3.86 -1.11 0.12
H 1.74 -8.05 0.46 0.13
H 5.46 0.95 -2.62 0.06
H -2.19 -0.17 5.15 0.08
C 1.40 -1.86 -1.38 -0.18
H -1.93 -1.02 2.89 0.11
H 0.46 -8.66 -0.80 0.13
H -5.37 2.27 4.70 0.09
O 0.51 1.03 2.39 -0.10
H -8.04 2.32 6.23 0.09
C -3.57 -0.32 -0.18 -0.17
C 2.43 1.91 0.01 -0.61
H 10.30 -1.70 -4.04 0.08
H -2.48 -2.36 0.81 0.15
C 2.45 -4.41 -1.57 -0.15
C 10.41 0.45 -3.82 -0.29
C -2.08 1.19 1.98 -0.10
H -2.85 1.37 4.68 0.08
H -1.68 2.20 2.49 0.17
O -5.52 -0.50 -2.22 -0.36
O 2.84 -1.07 3.16 -0.38
C -10.48 3.14 3.03 -0.06
C 8.72 3.17 -6.77 -0.09
Br 3.49 1.82 1.68 0.77
C -2.44 0.01 3.08 -0.21
C -7.38 4.28 0.62 -0.29
C -1.53 -1.87 0.27 -0.15
H 6.79 2.23 -6.91 0.12
C 2.07 -5.65 -0.50 -0.21
H -11.41 3.34 2.49 0.08
C 5.98 0.33 -1.88 -0.08
Br 0.44 1.56 -2.10 0.74
C 1.10 -3.48 -1.65 -0.20
O -7.19 2.42 3.73 -0.24
C -9.82 4.44 3.45 -0.29
O 7.64 1.75 -5.13 -0.24
H -1.62 -0.23 -1.25 0.12
C -1.92 -0.32 -0.10 -0.23
C -6.42 1.98 4.83 -0.32
H -6.44 2.10 6.99 0.08
O -0.39 -2.10 1.08 -0.16
H 2.43 -3.55 2.67 0.09
N -1.29 0.73 0.78 -0.03
N -2.15 0.61 4.46 -0.03
H 3.43 2.03 -2.15 0.08
H 5.40 0.34 -0.95 0.06
H 9.32 2.31 -7.09 0.08
O -3.13 -1.57 -2.91 -0.21
O 7.00 2.88 -3.15 -0.26
H -1.29 1.62 0.18 0.17
C 7.40 0.82 -1.63 -0.28
H -6.86 3.62 6.18 0.07
O -5.72 3.85 2.56 -0.27
C 0.79 -7.70 -0.16 -0.25
O 8.12 0.86 -2.85 -0.28
O 9.79 1.61 -4.33 -0.24
O -7.93 3.89 1.87 -0.28
C 1.05 1.29 -0.17 -0.46
C 1.87 -1.56 0.16 -0.12
C 0.22 0.49 1.02 -0.28
P -7.07 4.01 3.29 0.77
H 4.19 3.27 -0.83 0.09
O -8.58 4.20 4.11 -0.24
H -6.59 5.04 0.74 0.11
P 8.32 2.28 -3.71 0.77
P 1.36 -1.54 2.94 0.80
H -10.47 4.95 4.18 0.12
H 0.28 -3.88 -0.88 0.11
H 0.37 -1.33 -1.68 0.07
H -0.18 -6.83 1.81 0.07
H -8.18 4.75 0.04 0.12
H 7.41 1.79 -1.12 0.11
C -0.51 -7.38 0.81 -0.11
C 7.41 2.71 -6.14 -0.31
H 2.46 3.61 -1.52 0.09
H 2.31 -2.60 0.55 0.12
H -9.84 2.53 2.40 0.07
H 1.48 -5.16 0.41 0.12
H 0.61 2.04 2.33 0.13
H -4.16 -3.52 -0.90 0.08
H 10.35 0.41 -2.72 0.11
H 2.28 -1.54 -2.12 0.14
H 6.00 -0.69 -2.28 0.08
H -6.40 3.34 -1.06 0.08
H 8.53 3.82 -7.62 0.08
H 7.91 0.12 -0.97 0.12
H -10.72 2.53 3.91 0.08
C 9.85 -0.81 -4.47 -0.06
C 3.21 2.73 -1.23 -0.17
C -6.97 2.53 6.14 -0.08
H -3.92 0.79 -0.26 0.12
H 2.81 -0.83 0.24 0.12
H -0.99 -8.42 1.16 0.09
H -9.69 5.14 2.62 0.12
H -4.00 -0.78 0.82 0.12
H 9.32 3.72 -6.04 0.07
H -1.36 -6.78 0.26 0.08
H 6.85 3.56 -5.74 0.11
```

For the molar mass, the calculation gives 997.54 g mol⁻¹. The calculation puts the largest force on an atom at 9.47 eV/A. Its LUMO energy is -0.1384 Eh. As for the total charge: +1.

=====

No. 2
DFT (the ωB97M-V functional and the def2-TZVPD basis) results for a cluster of 11 separate species, C15H28Cl21F2NO4P2 in total at a distorted geometry.

```
73
Properties=species:S:1:pos:R:3:lowdin_charge:R:1
Cl -5.30 -4.25 0.02 0.51
H 0.46 5.38 0.25 0.00
C -5.55 -2.89 7.32 -1.01
C -0.44 5.72 0.74 -1.03
C 3.94 0.64 6.94 -0.99
Cl -1.23 -2.98 2.65 0.56
H -5.67 -1.81 7.28 0.00
H -6.38 -3.38 6.82 0.03
H 5.57 -0.93 -0.88 0.07
Cl 0.86 0.95 -6.67 0.49
O -0.17 -2.69 -1.42 -0.37
H -3.00 -0.21 3.94 -0.04
Cl -1.39 4.31 1.24 0.50
H -0.54 -0.55 0.99 0.01
H 3.54 -2.22 -2.28 0.09
H -3.64 1.45 4.04 0.03
H -2.98 -4.59 0.13 0.03
C 1.81 3.74 -9.40 -1.03
Cl -2.79 -0.07 -2.58 0.48
P 1.48 0.00 -0.91 0.91
Cl -0.01 6.73 2.12 0.51
H -1.33 0.10 -6.70 0.02
F 1.47 3.35 -2.52 0.14
Cl -1.41 1.31 4.77 0.50
O 0.14 1.72 -2.90 0.13
C -3.62 -3.80 -0.25 -1.04
C -0.39 -0.20 -7.16 -1.01
H 4.59 1.43 6.58 0.03
H -2.80 -4.49 3.53 0.03
H -3.75 0.80 -4.56 0.02
H 1.99 4.66 -8.86 0.03
C -3.05 0.69 4.54 -1.03
H 4.55 -0.88 -2.91 0.11
Cl 2.19 4.00 -11.11 0.50
C 2.53 -0.27 -2.43 -0.78
H 3.90 0.64 8.02 0.03
Cl -4.63 2.20 -2.88 0.50
H 4.26 0.22 -0.55 0.05
Cl 0.12 3.26 -9.18 0.49
H 4.93 -0.81 2.98 0.03
H 2.45 2.95 -9.02 0.02
Cl 2.31 0.90 6.30 0.52
C 1.89 2.44 0.00 -0.59
Cl -4.06 -2.53 3.19 0.53
Cl -4.06 -3.32 6.48 0.54
O 2.54 1.89 0.77 0.14
Cl 1.55 -1.18 -3.70 0.53
C 3.79 -1.16 -2.15 -0.31
O -1.22 -0.92 0.40 -0.38
H 4.13 -1.51 0.04 0.04
C 4.29 -1.61 3.33 -1.06
H -0.62 -2.88 -2.26 0.00
N 0.92 1.73 -0.81 -0.05
H -3.41 -2.87 0.28 -0.01
H 2.89 0.65 -2.91 0.09
P -0.46 -1.09 -1.10 0.60
Cl 2.65 -1.34 2.74 0.49
F 2.01 3.77 -0.09 0.13
C -3.35 1.23 -3.64 -1.02
Cl 0.00 -1.85 -6.66 0.49
Cl -3.27 -3.57 -1.97 0.53
H 4.27 -1.62 4.42 -0.12
H -2.37 -3.21 4.69 -0.04
Cl -3.81 0.31 6.09 0.51
C -2.61 -3.43 3.66 -1.02
H -1.04 6.31 0.04 0.03
Cl -5.52 -3.40 9.01 0.51
C 0.80 2.26 -2.13 -0.60
Cl 4.58 -0.92 6.39 0.59
C 4.47 -0.84 -0.77 -0.13
H -0.48 -0.17 -8.24 0.02
H -2.51 1.88 -3.87 0.01
Cl 4.94 -3.15 2.75 0.50
```

For the molar mass, the calculation gives 1130.85 g mol⁻¹. The calculation puts the largest force on an atom at 3.81 eV/A. Its LUMO energy is 0.0070 Eh. As for the SMILES: CC[C@@H](Cl)P(N(C(=O)F)C(=O)F)#P(O)O.ClCCl.ClCCl.ClCCl.ClCCl.ClCCl.ClCCl.ClCCl.ClCCl.ClCCl.ClCCl. As for the total charge: 0.

=====

No. 3
DFT (the ωB97M-V functional and the def2-TZVPD basis) results for a cluster of 8 separate species, C19H53F6N6O9S2 in total at a distorted geometry.

```
95
Properties=species:S:1:pos:R:3:lowdin_charge:R:1
H -5.27 -1.21 -7.14 0.05
H -5.48 8.93 3.17 0.11
H -3.15 -3.08 5.94 0.05
C -2.13 -2.30 4.23 -0.59
H -6.02 -1.00 -1.28 0.15
H -3.85 5.04 2.95 0.13
C -2.99 5.69 2.75 -0.25
C -3.17 7.20 2.80 -0.08
C -4.52 9.05 3.68 -0.01
F 7.26 -3.57 1.06 0.12
H -1.38 -10.36 -1.14 0.10
H 1.75 0.03 -1.62 0.16
H 0.38 -0.05 -2.48 0.16
H -1.64 -8.94 -2.25 0.11
C -5.29 -0.16 -6.86 -0.15
F 4.86 0.40 -4.57 0.08
C -3.79 0.20 -6.61 -0.55
C 0.69 -6.42 -1.58 -0.21
H 1.90 -7.92 -0.52 0.13
H 1.08 -9.26 0.96 0.11
N 0.81 0.39 -1.68 0.36
C 6.35 6.67 -0.64 -0.01
H -2.14 9.10 4.72 0.11
H -4.82 -1.11 -2.26 0.13
H -3.96 7.38 2.06 0.13
C -3.33 -2.86 4.89 -0.16
H 3.75 5.31 1.29 0.09
H 4.67 5.75 -2.24 0.14
H 0.85 1.39 -1.84 0.16
O 7.71 -0.97 -0.32 -0.29
H -1.69 -1.58 4.92 0.06
H -3.35 0.13 -7.60 0.06
S 6.38 -1.17 -2.80 0.52
H -3.73 1.29 -6.60 0.06
H -5.56 6.62 4.13 0.11
N -3.78 7.82 4.07 -0.33
H -3.57 -3.83 4.44 0.05
H -2.25 7.72 2.49 0.15
H -4.19 -2.20 4.99 0.06
N -5.17 -1.53 -1.41 0.33
H 7.03 6.67 0.22 0.08
H -0.69 -5.48 -2.65 0.11
H -5.56 0.35 -7.78 0.05
F 4.55 -1.86 -4.76 0.07
H -1.49 -7.24 -0.32 0.10
C -1.03 -8.01 0.29 0.01
N -0.07 -8.77 -0.58 -0.34
F 5.07 -3.62 0.90 0.10
H -0.21 -10.49 0.75 0.11
H -4.87 9.52 4.60 0.11
H -2.68 5.43 1.73 0.13
C -4.74 6.83 4.83 0.04
C -2.67 8.23 5.09 0.05
C 4.30 5.52 -1.23 -0.36
H 6.92 6.28 -1.47 0.09
O 3.17 5.05 -1.06 -0.05
H -0.43 -7.53 1.06 0.12
O 7.17 0.13 -2.66 -0.37
H -4.50 -1.32 -0.69 0.14
H -0.15 -9.93 -2.35 0.10
O 7.14 -2.40 -2.99 -0.32
O -0.49 -6.37 -2.34 -0.07
H 0.32 0.28 -0.80 0.16
H -4.24 5.89 5.03 0.10
H 1.40 -6.04 -2.31 0.13
C 5.45 -0.84 -4.50 -0.60
C 6.21 -3.23 0.28 -0.62
C 4.77 5.62 1.08 -0.07
H -2.17 7.26 5.18 0.10
H 6.19 7.75 -0.66 0.08
H 1.40 -8.46 -2.12 0.13
H 5.42 4.86 1.52 0.10
H -5.38 -2.49 -1.63 0.15
F 6.38 -4.01 -0.77 0.12
H 1.21 -10.49 -0.37 0.12
C 0.54 -9.88 0.25 0.00
O -1.89 5.41 3.58 -0.05
H -5.97 0.07 -6.04 0.03
C -0.92 -9.54 -1.69 0.05
H -3.79 9.59 3.08 0.11
O -3.02 -0.58 -5.68 -0.47
H -1.71 -8.77 0.67 0.11
F 6.35 -0.81 -5.43 0.15
H -1.80 4.45 3.54 0.11
N 5.34 -1.36 -1.77 -0.33
S 6.30 -1.34 -0.27 0.71
H 0.73 -5.74 -0.72 0.13
H -1.33 -3.04 4.18 0.07
O -2.24 -1.57 3.02 -0.50
O 5.50 -0.67 0.72 -0.34
H -5.12 7.28 5.75 0.11
C 1.07 -7.91 -1.24 -0.03
H -3.15 8.34 6.06 0.10
N 5.12 5.86 -0.26 -0.18
H 5.01 6.52 1.64 0.09
```

For the molar mass, the calculation gives 687.79 g mol⁻¹. The calculation puts the largest force on an atom at 8.29 eV/A. Its LUMO energy is -0.1111 Eh. As for the total charge: +1.

=====

No. 4
DFT (the ωB97M-V functional and the def2-TZVPD basis) results for a structure of composition C21H44N4O11 at a distorted geometry.

```
80
Properties=species:S:1:pos:R:3:lowdin_charge:R:1
C 0.58 1.40 -2.98 -0.07
C -1.96 -0.62 0.96 0.05
O -1.53 -3.04 2.61 -0.07
H 0.29 0.45 -2.53 -0.03
H -2.37 -0.92 0.00 0.07
O 0.30 2.06 0.67 0.10
H 2.51 3.75 -3.25 0.09
O -3.69 1.93 1.58 0.16
C 0.49 1.57 1.86 -0.59
H 4.50 -0.09 2.79 0.09
O 1.06 2.20 2.76 0.13
H 3.99 3.55 1.96 0.11
H -0.13 0.98 -1.14 0.08
H -1.05 -0.89 3.92 0.10
H 1.42 4.44 -2.09 0.09
H -1.94 -1.51 1.59 0.06
H 3.55 -1.01 -0.40 0.09
H -6.57 -1.47 -1.76 0.08
H 2.04 1.05 -0.74 0.06
H 1.04 1.02 -3.90 0.11
H -3.59 -0.07 -2.14 0.09
H 4.45 -0.50 1.03 0.08
N -0.96 -2.09 -2.04 -0.14
H 0.56 -0.68 -1.94 0.07
N 3.98 1.48 1.52 -0.12
O 2.95 2.85 -0.61 0.07
H 2.19 -1.97 0.25 0.02
O 1.64 -0.40 -1.00 -0.20
H 4.85 2.47 3.11 0.10
C 2.70 1.42 1.07 -0.25
C -4.02 1.24 0.66 -0.63
H 0.40 -1.28 4.87 0.10
O -0.06 0.38 1.98 -0.02
C 4.72 0.24 1.78 0.00
N 0.43 -1.76 2.73 -0.14
H -2.98 -2.61 -1.45 0.08
H -0.02 -3.95 -2.34 0.10
C 2.58 -1.45 -0.62 -0.05
H 2.73 -2.20 -1.39 0.10
H -6.84 -1.36 -0.04 0.08
H -4.30 -1.40 -0.33 0.12
H -2.55 0.17 1.42 0.08
H 2.21 2.40 1.19 0.14
C 0.04 -0.98 3.89 -0.03
H -0.56 -3.66 -0.78 0.09
H 0.35 0.06 3.72 0.08
O -4.94 0.26 0.70 0.09
H 1.74 0.26 -0.31 -0.28
H 2.00 -2.00 1.29 0.04
C -0.48 -0.79 -2.27 -0.28
H -6.93 0.06 -1.09 0.08
C -4.24 0.49 -1.47 -0.05
H 1.81 -0.36 1.98 0.08
C -6.38 -0.85 -0.89 -0.01
H -2.83 -1.71 -2.91 0.08
O -1.19 0.13 -2.71 -0.03
C -0.11 -3.14 -1.62 -0.06
H -0.31 1.95 -3.29 0.10
H 5.78 0.50 1.87 0.09
H 0.88 -2.85 -1.24 0.06
C 2.16 2.09 -1.10 -0.29
H -1.44 1.64 -0.18 0.15
C 4.58 2.64 2.07 -0.04
H 2.52 -1.63 2.98 0.11
H -4.92 1.08 -2.08 0.14
H 0.07 -0.86 0.37 0.13
O 2.17 0.44 0.55 -0.06
C 1.79 -1.43 2.19 0.00
C 1.50 3.67 -2.85 -0.05
C -0.47 1.16 -0.11 -0.03
H -2.30 -3.37 -2.93 0.10
O -3.51 1.32 -0.56 0.04
C -0.36 -2.74 2.17 -0.27
H 0.16 -3.27 1.36 0.13
H 0.77 3.93 -3.62 0.09
H 5.49 2.85 1.51 0.10
C -2.33 -2.47 -2.32 -0.04
N 1.40 2.38 -2.22 -0.11
C -4.92 -0.52 -0.47 -0.30
C -0.56 -0.06 0.75 -0.25
```

For the molar mass, the calculation gives 528.60 g mol⁻¹. The calculation puts the largest force on an atom at 15.71 eV/A. Its LUMO energy is 0.0152 Eh. As for the total charge: 0.

=====

> Which of these has the highest molar mass?

C15H28Cl21F2NO4P2

=====

Copy entry 4 word for word.
DFT (the ωB97M-V functional and the def2-TZVPD basis) results for a structure of composition C21H44N4O11 at a distorted geometry.

```
80
Properties=species:S:1:pos:R:3:lowdin_charge:R:1
C 0.58 1.40 -2.98 -0.07
C -1.96 -0.62 0.96 0.05
O -1.53 -3.04 2.61 -0.07
H 0.29 0.45 -2.53 -0.03
H -2.37 -0.92 0.00 0.07
O 0.30 2.06 0.67 0.10
H 2.51 3.75 -3.25 0.09
O -3.69 1.93 1.58 0.16
C 0.49 1.57 1.86 -0.59
H 4.50 -0.09 2.79 0.09
O 1.06 2.20 2.76 0.13
H 3.99 3.55 1.96 0.11
H -0.13 0.98 -1.14 0.08
H -1.05 -0.89 3.92 0.10
H 1.42 4.44 -2.09 0.09
H -1.94 -1.51 1.59 0.06
H 3.55 -1.01 -0.40 0.09
H -6.57 -1.47 -1.76 0.08
H 2.04 1.05 -0.74 0.06
H 1.04 1.02 -3.90 0.11
H -3.59 -0.07 -2.14 0.09
H 4.45 -0.50 1.03 0.08
N -0.96 -2.09 -2.04 -0.14
H 0.56 -0.68 -1.94 0.07
N 3.98 1.48 1.52 -0.12
O 2.95 2.85 -0.61 0.07
H 2.19 -1.97 0.25 0.02
O 1.64 -0.40 -1.00 -0.20
H 4.85 2.47 3.11 0.10
C 2.70 1.42 1.07 -0.25
C -4.02 1.24 0.66 -0.63
H 0.40 -1.28 4.87 0.10
O -0.06 0.38 1.98 -0.02
C 4.72 0.24 1.78 0.00
N 0.43 -1.76 2.73 -0.14
H -2.98 -2.61 -1.45 0.08
H -0.02 -3.95 -2.34 0.10
C 2.58 -1.45 -0.62 -0.05
H 2.73 -2.20 -1.39 0.10
H -6.84 -1.36 -0.04 0.08
H -4.30 -1.40 -0.33 0.12
H -2.55 0.17 1.42 0.08
H 2.21 2.40 1.19 0.14
C 0.04 -0.98 3.89 -0.03
H -0.56 -3.66 -0.78 0.09
H 0.35 0.06 3.72 0.08
O -4.94 0.26 0.70 0.09
H 1.74 0.26 -0.31 -0.28
H 2.00 -2.00 1.29 0.04
C -0.48 -0.79 -2.27 -0.28
H -6.93 0.06 -1.09 0.08
C -4.24 0.49 -1.47 -0.05
H 1.81 -0.36 1.98 0.08
C -6.38 -0.85 -0.89 -0.01
H -2.83 -1.71 -2.91 0.08
O -1.19 0.13 -2.71 -0.03
C -0.11 -3.14 -1.62 -0.06
H -0.31 1.95 -3.29 0.10
H 5.78 0.50 1.87 0.09
H 0.88 -2.85 -1.24 0.06
C 2.16 2.09 -1.10 -0.29
H -1.44 1.64 -0.18 0.15
C 4.58 2.64 2.07 -0.04
H 2.52 -1.63 2.98 0.11
H -4.92 1.08 -2.08 0.14
H 0.07 -0.86 0.37 0.13
O 2.17 0.44 0.55 -0.06
C 1.79 -1.43 2.19 0.00
C 1.50 3.67 -2.85 -0.05
C -0.47 1.16 -0.11 -0.03
H -2.30 -3.37 -2.93 0.10
O -3.51 1.32 -0.56 0.04
C -0.36 -2.74 2.17 -0.27
H 0.16 -3.27 1.36 0.13
H 0.77 3.93 -3.62 0.09
H 5.49 2.85 1.51 0.10
C -2.33 -2.47 -2.32 -0.04
N 1.40 2.38 -2.22 -0.11
C -4.92 -0.52 -0.47 -0.30
C -0.56 -0.06 0.75 -0.25
```

For the molar mass, the calculation gives 528.60 g mol⁻¹. The calculation puts the largest force on an atom at 15.71 eV/A. Its LUMO energy is 0.0152 Eh. As for the total charge: 0.